A single C4H8N2O2S molecule. Source: OMol25; level of theory: ωB97M-V/def2-TZVPD.

Positions of all 17 atoms, in Å:
C (-1.43734, -0.48303, -0.44338)
C (-0.24754, 0.00131, 0.30605)
C (-0.56170, 0.39963, 1.70013)
C (0.23901, 1.25243, -0.46078)
N (1.19368, 1.14350, -1.29864)
S (1.79497, -0.46972, -1.26727)
O (1.32865, -1.04707, -2.44762)
O (3.17255, -0.58780, -0.86388)
N (0.96562, -0.89168, 0.10916)
H (-1.97833, -1.28167, 0.14933)
H (-1.26830, -0.92560, -1.42619)
H (-2.05591, 0.30341, -0.52171)
H (-0.87488, -0.49384, 2.39022)
H (-1.64616, 0.83967, 1.54252)
H (0.14500, 1.14072, 2.13633)
H (-0.45339, 2.15920, -0.40237)
H (1.68407, -1.05946, 0.79811)

Output
* total charge: 0
* ΔE to the lowest compared entry with this formula, charge and spin: 44.5 kcal per mole
* orbital gap: 11.018 eV
* E: -22186.4262 eV
* structure (SMILES): CC1(C)C=NS(=O)(=O)N1

Results of the Mulliken charge analysis, in e, for atoms 1 through 8: C -1.48; C 1.11; C -1.31; C -0.13; N -0.51; S 1.07; O -0.56; O -0.63

A 4-piece molecular cluster, C14H35N5O6 overall. Source: OMol25; level of theory: ωB97M-V/def2-TZVPD.

Positions of all 60 atoms, in Å:
C (1.49388, 0.49259, 3.13256)
O (0.24240, 0.06968, 2.62135)
C (-0.67659, 1.11233, 2.35517)
C (-0.47508, 1.82454, 1.01186)
C (0.70384, 2.79054, 0.99426)
N (-0.32388, 0.87983, -0.10018)
H (1.39422, 1.37236, 3.77379)
H (2.19166, 0.70840, 2.31920)
H (1.90309, -0.32382, 3.72725)
H (-1.65859, 0.63109, 2.33992)
H (-0.68288, 1.83031, 3.18572)
H (-1.38434, 2.40617, 0.82974)
H (1.65462, 2.26631, 0.91042)
H (0.63249, 3.45011, 0.13006)
H (0.72886, 3.41268, 1.89179)
H (-1.15981, 0.30319, -0.16984)
H (0.41599, 0.22897, 0.15076)
C (-4.47906, -0.69094, -0.29246)
O (-3.44874, -0.85251, -1.24941)
C (-3.36339, -2.13450, -1.84099)
C (-4.33548, -2.37442, -3.00284)
C (-5.77486, -2.62158, -2.56209)
N (-4.32080, -1.28259, -3.97921)
H (-4.64636, -1.61173, 0.27406)
H (-5.41689, -0.37503, -0.75515)
H (-4.16471, 0.09299, 0.39673)
H (-2.34517, -2.20196, -2.23328)
H (-3.46654, -2.91365, -1.07341)
H (-3.98816, -3.27762, -3.51386)
H (-6.27183, -1.69611, -2.27155)
H (-6.34736, -3.05066, -3.38348)
H (-5.81919, -3.31475, -1.71979)
H (-3.38614, -1.18455, -4.36461)
H (-4.47921, -0.41261, -3.47791)
C (4.70721, 3.28136, -0.77935)
O (3.39942, 2.80021, -1.01517)
C (2.98577, 2.76965, -2.36631)
C (3.44900, 1.53709, -3.15048)
C (4.91986, 1.57273, -3.55290)
N (3.18139, 0.29210, -2.42512)
H (4.97739, 4.06938, -1.48884)
H (5.45097, 2.48164, -0.82824)
H (4.72482, 3.69585, 0.22866)
H (1.89324, 2.74979, -2.33024)
H (3.27778, 3.69957, -2.87339)
H (2.85622, 1.51530, -4.06996)
H (5.57367, 1.34634, -2.71037)
H (5.11468, 0.82607, -4.32197)
H (5.19878, 2.55019, -3.95135)
H (2.18228, 0.21619, -2.25248)
H (3.59121, 0.38055, -1.49905)
O (2.78993, -4.32624, 5.62555)
C (2.10513, -3.38862, 5.59705)
N (1.43737, -2.35537, 5.58997)
N (0.33175, -2.30435, 4.64983)
C (-0.83192, -2.97504, 5.12639)
O (-1.59940, -2.47778, 5.87657)
O (-1.04428, -4.21089, 4.59344)
H (0.60523, -2.58030, 3.71382)
H (-0.22348, -4.71847, 4.55942)

Output
* total charge: 0
* orbital gap: 9.089 eV
* E: -34817.7127 eV
* structure (SMILES): COC[C@@H](C)N.COC[C@@H](C)N.COC[C@@H](C)N.O=C=NNC(=O)O

Results of the Mulliken charge analysis, in e, for atoms 1 through 8: C -0.62; O -0.27; C -0.71; C 0.39; C -1.33; N -0.49; H 0.31; H 0.24

C6H14ClIO3PSc as an isolated structure. Source: OMol25; level of theory: ωB97M-V/def2-TZVPD.

Positions of all 27 atoms, in Å:
C (-0.13507, 1.66236, -1.20738)
C (-1.35766, 0.60571, -1.33914)
H (-0.05271, 2.10925, -2.23620)
H (0.90647, 1.32674, -1.02721)
H (-0.34150, 2.53367, -0.52328)
O (-2.14145, 0.76100, -2.26830)
I (-2.10068, -0.98548, 2.22286)
Sc (-0.35026, 1.32594, 1.25500)
P (0.77531, -0.76124, 0.10476)
C (0.04375, -2.32237, -0.37609)
C (2.18467, -0.57629, -1.05722)
H (1.91020, -0.16771, 2.20673)
H (2.46850, -1.70248, 1.41563)
H (0.90896, -1.70260, 2.34637)
C (1.58887, -1.11106, 1.71345)
H (2.80275, 0.29680, -0.78088)
H (2.76771, -1.50077, -0.95474)
H (0.92019, -2.95898, -0.54720)
H (-0.54372, -2.19129, -1.29680)
H (1.79750, -0.47903, -2.08437)
H (-0.56048, -2.70117, 0.46635)
C (-2.36533, -0.52946, -0.07638)
O (-3.03713, -1.23731, -0.74682)
Cl (1.42553, 2.20922, 2.39309)
O (-2.13682, 2.60411, 0.87838)
H (-2.54194, 2.59297, -0.02014)
H (-2.83567, 2.89946, 1.53952)

Output
* total charge: +2
* orbital gap: 7.446 eV
* E: -63186.5551 eV

Results of the Mulliken charge analysis, in e, for atoms 1 through 8: C -1.22; C 0.82; H 0.41; H 0.43; H 0.57; O -0.30; I 0.21; Sc 0.34

A single C4H4N2 molecule. Source: OMol25; level of theory: ωB97M-V/def2-TZVPD.

Positions of all 10 atoms, in Å:
C (0.44750, 0.55287, -1.24774)
C (0.31365, 1.54394, -0.39019)
N (0.42200, 0.97802, 0.95246)
C (0.11430, -0.24945, 1.04825)
C (-0.35051, -1.09046, -0.19201)
N (0.57809, -0.68342, -1.24372)
H (0.01208, 2.57048, -0.51137)
H (0.10307, -0.71480, 2.03305)
H (-1.38657, -0.76733, -0.38105)
H (-0.33129, -2.16932, -0.03305)

Output
* total charge: 0
* ΔE to the lowest compared entry with this formula, charge and spin: 78.8 kcal per mole
* orbital gap (spin up / spin down): 8.151 / 8.150 eV
* E: -7189.2717 eV
* structure (SMILES): C1=CN=CCN=1

Results of the Mulliken charge analysis, in e, for atoms 1 through 8: C 0.51; C -0.54; N -0.43; C 0.03; C -0.37; N -0.49; H 0.36; H 0.36

A single C4H2ClNO molecule. Source: OMol25; level of theory: ωB97M-V/def2-TZVPD.

Positions of all 9 atoms, in Å:
N (-1.95520, 1.90320, -0.00013)
C (-1.55349, 0.81957, -0.00279)
C (-1.03143, -0.57707, -0.00277)
O (-1.80686, -1.50393, -0.00052)
C (0.44435, -0.73243, 0.00683)
C (1.24855, 0.31708, 0.00355)
Cl (2.95784, 0.17894, -0.00200)
H (0.77747, -1.77249, -0.00995)
H (0.91879, 1.36711, 0.00778)

Output
* total charge: 0
* ΔE to the lowest compared entry with this formula, charge and spin: 0.0 kcal per mole
* orbital gap: 9.830 eV
* E: -20238.9226 eV
* structure (SMILES): N#CC(=O)/C=C/Cl

Results of the Mulliken charge analysis, in e, for atoms 1 through 8: N -0.33; C 0.19; C 0.61; O -0.48; C -0.26; C -0.27; Cl -0.13; H 0.37

A 2-piece molecular cluster, C3H8O2 overall. Source: OMol25; level of theory: ωB97M-V/def2-TZVPD.

Positions of all 13 atoms, in Å:
C (0.17095, 1.14780, -1.28948)
C (0.90939, -0.05057, -0.76924)
C (1.34214, -0.14824, 0.47791)
O (2.02442, -1.23170, 0.97376)
H (0.54827, 1.41309, -2.26940)
H (-0.91129, 1.08078, -1.33521)
H (0.35914, 1.94447, -0.57312)
H (0.88212, -0.94696, -1.38416)
H (0.98102, 0.55081, 1.23029)
H (2.70981, -0.90485, 1.56281)
O (-3.71364, 0.09985, 0.36946)
H (-3.10458, -0.64049, 0.46988)
H (-3.62954, 0.68426, 1.12744)

Output
* total charge: 0
* ΔE to the lowest compared entry with this formula, charge and spin: 34.8 kcal per mole
* orbital gap: 9.699 eV
* E: -7334.5433 eV
* structure (SMILES): C/C=C/O.O

Results of the Mulliken charge analysis, in e, for atoms 1 through 8: C -1.02; C -0.07; C -0.20; O -0.49; H 0.28; H 0.27; H 0.30; H 0.33

- Which formula does entry 3 have?
  C6H14ClIO3PSc

Repeat the sixth record exactly.
A 2-piece molecular cluster, C3H8O2 overall. Source: OMol25; level of theory: ωB97M-V/def2-TZVPD.

Positions of all 13 atoms, in Å:
C (0.17095, 1.14780, -1.28948)
C (0.90939, -0.05057, -0.76924)
C (1.34214, -0.14824, 0.47791)
O (2.02442, -1.23170, 0.97376)
H (0.54827, 1.41309, -2.26940)
H (-0.91129, 1.08078, -1.33521)
H (0.35914, 1.94447, -0.57312)
H (0.88212, -0.94696, -1.38416)
H (0.98102, 0.55081, 1.23029)
H (2.70981, -0.90485, 1.56281)
O (-3.71364, 0.09985, 0.36946)
H (-3.10458, -0.64049, 0.46988)
H (-3.62954, 0.68426, 1.12744)

Output
* total charge: 0
* ΔE to the lowest compared entry with this formula, charge and spin: 34.8 kcal per mole
* orbital gap: 9.699 eV
* E: -7334.5433 eV
* structure (SMILES): C/C=C/O.O

Results of the Mulliken charge analysis, in e, for atoms 1 through 8: C -1.02; C -0.07; C -0.20; O -0.49; H 0.28; H 0.27; H 0.30; H 0.33

- Which value of E does entry 3 give?
  -63186.5551 eV